Formula: C35H38N7OPTeTi
Source: the OMol25 dataset
Level of theory: ωB97M-V/def2-TZVPD

Structure (ORCA input):
```
! RIJCOSX wB97M-V def2-TZVPD def2/J DEFGRID3
* xyz 3 2
Ti -0.271 -1.022 1.328
C -5.555 -2.724 0.666
N -4.428 -1.785 0.681
C -4.540 -0.422 0.676
C -3.273 0.075 0.722
N -2.389 -0.969 0.741
C -3.114 -2.088 0.721
P -2.473 -3.788 0.850
C -1.073 -3.570 -0.306
N -0.207 -2.559 -0.239
C 0.734 -2.777 -1.216
C 0.420 -3.929 -1.872
N -0.717 -4.418 -1.287
C -1.401 -5.658 -1.671
C -1.482 -3.574 2.381
N -0.570 -2.619 2.617
C -0.062 -2.837 3.873
C -0.671 -3.937 4.393
N -1.557 -4.385 3.450
C -2.403 -5.577 3.596
H -6.469 -2.154 0.535
H -5.609 -3.265 1.608
H -5.451 -3.421 -0.162
H -5.496 0.071 0.648
H -2.949 1.101 0.776
H 1.571 -2.119 -1.375
H 0.907 -4.437 -2.687
H -0.876 -6.087 -2.519
H -2.427 -5.444 -1.960
H -1.383 -6.367 -0.848
H 0.693 -2.205 4.309
H -0.546 -4.431 5.341
H -2.331 -5.918 4.624
H -2.057 -6.366 2.933
H -3.438 -5.329 3.379
C -0.967 4.029 -6.461
C -0.634 3.505 -5.108
C -1.326 2.423 -4.558
C -1.023 1.925 -3.309
C -1.881 0.812 -2.775
C 0.068 2.518 -2.601
Te 0.648 1.615 -0.854
N -0.797 0.298 2.537
C 0.481 0.450 2.741
O 1.297 -0.332 1.879
C 1.169 1.262 3.711
C 2.568 1.241 3.793
C 3.197 2.014 4.748
C 2.439 2.802 5.610
C 1.050 2.826 5.528
C 0.407 2.055 4.579
C 2.695 1.968 -0.670
C 3.086 2.592 0.514
C 4.431 2.844 0.732
C 5.356 2.461 -0.228
C 4.944 1.822 -1.391
C 3.601 1.558 -1.648
C 3.195 0.885 -2.929
C 0.741 3.676 -3.100
C 1.774 4.447 -2.332
C 0.370 4.125 -4.344
H -1.793 3.491 -6.919
H -0.093 3.955 -7.114
H -1.222 5.089 -6.404
H -2.130 1.969 -5.125
H -1.972 0.015 -3.513
H -2.884 1.195 -2.580
H -1.516 0.363 -1.852
H 3.140 0.620 3.117
H 4.275 2.003 4.833
H 2.938 3.404 6.359
H 0.477 3.441 6.207
H -0.671 2.052 4.495
H 2.354 2.891 1.257
H 4.751 3.338 1.639
H 6.408 2.657 -0.073
H 5.682 1.523 -2.124
H 4.062 0.439 -3.412
H 2.753 1.592 -3.634
H 2.463 0.091 -2.757
H 1.561 4.470 -1.263
H 1.788 5.474 -2.690
H 2.775 4.037 -2.468
H 0.857 5.006 -4.746
*
```

Output
Kohn-Sham gap (alpha / beta) = 7.23 / 5.57 eV
expectation value of S² = 0.77
LUMO (alpha / beta) = -8.755 / -10.543 eV
highest occupied orbital energy (alpha / beta) = -0.5874 / -0.5920 hartree

=====

Formula: C35H39Cl2MnN5O3S2
Source: the OMol25 dataset
Level of theory: ωB97M-V/def2-TZVPD

Structure (ORCA input):
```
! RIJCOSX wB97M-V def2-TZVPD def2/J DEFGRID3
* xyz 0 6
Mn 0.302 -2.193 0.029
C -3.777 -3.346 1.529
C -2.386 -3.604 0.987
O -1.866 -2.870 0.102
C -1.703 -4.786 1.565
C -2.383 -5.863 2.206
C -1.712 -6.929 2.766
C -0.312 -6.968 2.762
C 0.412 -5.985 2.158
C -0.221 -4.865 1.514
O 0.568 -3.996 0.983
H -4.095 -2.330 1.247
H -3.753 -3.439 2.635
H -4.496 -4.092 1.126
H -3.474 -5.870 2.245
H -2.263 -7.731 3.246
H 0.192 -7.801 3.259
H 1.492 -6.002 2.158
O 2.393 -1.679 0.117
S 3.821 -1.368 -0.370
C 4.897 -2.672 0.347
C 5.617 -2.082 1.565
C 4.866 -0.812 2.053
C 4.456 -0.065 0.797
H 5.585 -3.002 -0.442
H 4.233 -3.522 0.583
H 6.674 -1.803 1.278
H 5.695 -2.835 2.370
H 5.515 -0.199 2.703
H 3.967 -1.087 2.652
H 5.340 0.398 0.305
H 3.681 0.704 0.916
Cl 1.219 -1.890 2.914
C 1.034 -0.853 4.346
Cl -0.289 0.335 4.165
H 1.967 -0.301 4.506
H 0.798 -1.509 5.201
C 0.438 -2.831 -2.044
C 0.692 -1.952 -3.138
C -0.359 -1.259 -3.810
C -0.109 -0.489 -4.931
C 1.191 -0.337 -5.406
C 2.246 -0.984 -4.759
C 2.013 -1.787 -3.650
H 1.251 -3.513 -1.777
H -0.567 -3.266 -1.978
H -1.395 -1.391 -3.449
H -0.909 0.030 -5.442
H 1.401 0.296 -6.266
H 3.270 -0.803 -5.117
H 2.843 -2.294 -3.160
S 2.429 1.232 -1.547
C 1.106 2.147 -2.080
N 1.008 3.503 -2.093
C -0.275 4.021 -2.521
C -0.979 2.755 -3.007
N -0.106 1.697 -2.524
H 1.797 4.116 -1.992
H -0.167 4.795 -3.295
H -0.790 4.492 -1.672
H -1.036 2.692 -4.111
H -2.005 2.634 -2.615
H -0.330 0.730 -2.644
N -3.393 4.049 0.624
C -3.511 5.434 0.787
C -4.568 6.329 0.846
C -4.266 7.684 0.937
C -2.930 8.139 0.996
C -1.857 7.257 0.929
C -2.138 5.889 0.807
N -1.285 4.806 0.737
C -2.048 3.723 0.630
C -1.535 2.376 0.533
C -2.338 1.319 0.055
C -1.787 0.049 0.002
N -0.514 -0.157 0.395
C 0.244 0.826 0.901
C -0.223 2.130 0.962
H -4.149 3.393 0.641
H -5.613 5.991 0.847
H -5.065 8.426 0.956
H -2.777 9.207 1.059
H -0.833 7.634 1.004
H -3.363 1.459 -0.273
H -2.356 -0.792 -0.388
H 1.239 0.561 1.235
H 0.408 2.945 1.285
*
```

Output
Kohn-Sham gap (alpha / beta) = 4.84 / 5.34 eV
expectation value of S² = 8.76
LUMO (alpha / beta) = -0.451 / -0.501 eV
highest occupied orbital energy (alpha / beta) = -0.1945 / -0.2146 hartree

=====

Formula: C35H39I2N4O6PZr
Source: the OMol25 dataset
Level of theory: ωB97M-V/def2-TZVPD

Structure (ORCA input):
```
! RIJCOSX wB97M-V def2-TZVPD def2/J DEFGRID3
* xyz 2 1
Zr 0.369 -0.270 0.728
C -4.130 1.007 2.532
N -3.352 -0.096 1.954
C -4.026 -0.971 0.981
C -2.081 -0.241 2.204
O -1.360 -1.139 1.682
C -1.397 0.697 3.188
O 0.019 0.457 3.079
C 0.814 1.624 3.311
C 0.824 2.426 2.020
O 0.234 1.891 1.042
N 1.398 3.594 1.976
C 1.482 4.349 0.717
C 2.076 4.161 3.150
H -3.876 1.954 2.055
H -5.182 0.812 2.357
H -3.976 1.082 3.608
H -4.195 -0.433 0.048
H -3.407 -1.835 0.774
H -4.979 -1.291 1.396
H -1.635 1.734 2.955
H -1.724 0.466 4.201
H 0.439 2.191 4.160
H 1.827 1.288 3.531
H 0.974 3.805 -0.070
H 1.021 5.325 0.851
H 2.529 4.478 0.447
H 2.973 3.591 3.393
H 2.370 5.178 2.914
H 1.416 4.190 4.015
I 7.072 -3.846 -0.343
C 5.481 -2.544 0.002
C 5.665 -1.421 0.793
C 4.579 -0.603 1.045
I 4.818 1.063 2.293
C 3.307 -0.856 0.511
O 2.276 -0.045 0.851
C 3.156 -1.966 -0.336
C 1.902 -2.214 -1.158
N 0.610 -2.175 -0.407
C 0.380 -3.393 0.400
C 1.154 -3.306 1.685
C 1.718 -4.418 2.278
C 2.389 -4.265 3.480
C 2.484 -2.997 4.033
C 1.895 -1.942 3.371
N 1.226 -2.083 2.224
C 4.244 -2.802 -0.559
H 6.637 -1.191 1.210
H 1.991 -3.172 -1.664
H 1.849 -1.444 -1.920
H -0.109 -2.143 -1.137
H 0.659 -4.287 -0.152
H -0.679 -3.450 0.651
H 1.641 -5.388 1.802
H 2.836 -5.119 3.970
H 3.008 -2.829 4.964
H 1.968 -0.939 3.768
H 4.122 -3.663 -1.206
O -1.340 0.164 -0.556
C -0.563 0.407 -1.541
O 0.680 0.484 -1.264
C -1.049 0.393 -2.940
P -1.258 -1.440 -3.340
C -1.444 -1.361 -5.154
C -2.533 -1.905 -5.831
C -2.570 -1.878 -7.220
C -1.521 -1.325 -7.940
C -0.419 -0.809 -7.271
C -0.376 -0.836 -5.887
C -2.947 -1.715 -2.696
C -4.037 -0.901 -3.019
C -5.308 -1.221 -2.569
C -5.509 -2.364 -1.798
C -4.436 -3.177 -1.468
C -3.159 -2.850 -1.916
H -0.301 0.822 -3.600
H -2.015 0.881 -3.030
H -3.353 -2.357 -5.288
H -3.427 -2.291 -7.740
H -1.557 -1.306 -9.023
H 0.412 -0.392 -7.828
H 0.499 -0.448 -5.373
H -3.896 -0.027 -3.648
H -6.151 -0.594 -2.832
H -6.508 -2.627 -1.468
H -4.596 -4.075 -0.882
H -2.321 -3.495 -1.672
*
```

Output
Kohn-Sham gap = 7.74 eV
LUMO = -4.796 eV
highest occupied orbital energy = -0.4606 hartree